Here is C79H157N2O25Rb2 as an isolated structure in a non-equilibrium geometry from the Open Molecules 2025 dataset. Energies are from ωB97M-V/def2-TZVPD.

As for the total charge: -1. The frontier orbital gap comes out at 4.754 eV. As for the HOMO energy: -3.4 eV.

Element x y z (Å)
Rb -22.39221 -14.37381 10.23996
Rb -23.53506 -16.79353 7.50115
O -22.55476 -12.77025 7.53244
C -23.69018 -12.72641 6.92148
O -24.62475 -13.52648 7.08828
O -23.79984 -11.73705 6.14025
H -22.26494 -12.02351 7.00330
C -27.25204 -14.12620 12.13825
C -25.74855 -13.93495 11.65954
C -24.91118 -13.41545 12.86402
C -24.74115 -14.44958 13.98784
C -24.06335 -15.68242 13.41453
C -24.80572 -16.30317 12.17313
N -25.03559 -15.18041 11.17977
O -25.31105 -15.60336 9.82977
C -26.04475 -16.99232 12.65356
C -23.76066 -17.39080 11.63037
C -25.66788 -12.75889 10.61601
H -27.91250 -14.54261 11.37766
H -27.73177 -13.17589 12.37247
H -27.37614 -14.75107 13.02270
H -25.34013 -12.53521 13.34283
H -23.89840 -13.26165 12.49154
H -25.66545 -14.64236 14.53247
H -24.07428 -13.93961 14.68304
H -24.17523 -16.30889 14.29947
H -22.99602 -15.49689 13.29414
H -26.34208 -16.77302 13.67903
H -25.88831 -18.06800 12.57272
H -26.87337 -17.00727 11.94556
H -23.63608 -18.27045 12.26187
H -22.76615 -16.97065 11.48028
H -23.94363 -17.99815 10.74395
H -25.84965 -11.79287 11.08705
H -26.42728 -12.93233 9.85356
H -24.75889 -12.77710 10.01476
C -20.16014 -16.85722 5.79147
C -19.43238 -17.53725 6.93975
C -17.92684 -17.75241 6.55327
C -17.13426 -16.39013 6.52490
C -17.22829 -15.80801 7.89811
C -18.68153 -15.56869 8.42441
N -19.52118 -16.81431 8.26042
O -20.91444 -16.65922 8.71272
C -19.25340 -14.21793 7.70492
C -18.56065 -15.31668 9.88364
C -20.02876 -18.93423 7.19277
H -20.83104 -17.55349 5.28828
H -19.52291 -16.43003 5.01718
H -20.84262 -16.01982 5.93667
H -17.88026 -18.25758 5.58853
H -17.33624 -18.31827 7.27375
H -17.36380 -15.74406 5.67755
H -16.05768 -16.51474 6.40852
H -16.82199 -14.84350 7.59356
H -16.49376 -16.33977 8.50291
H -18.96610 -13.40393 8.37048
H -20.33674 -14.33112 7.74580
H -18.85658 -14.11788 6.69467
H -17.62389 -14.79095 10.06849
H -18.29683 -16.17833 10.49688
H -19.36821 -14.80212 10.40438
H -19.68980 -19.48979 8.06716
H -19.65706 -19.62039 6.43177
H -21.10958 -19.07423 7.17440
C -23.74555 -22.46832 10.06219
C -23.20340 -21.27653 9.22790
O -23.57173 -21.01864 8.08448
C -22.17084 -20.41981 9.94408
H -23.76829 -22.42157 11.15095
H -23.33673 -23.41278 9.70309
H -24.80922 -22.49810 9.82589
H -22.16849 -20.76530 10.97787
H -22.57913 -19.42428 9.76994
H -21.18004 -20.55176 9.50931
C -16.22734 -15.55026 2.56779
C -15.39064 -16.70238 2.97166
O -15.80611 -17.71285 3.61528
C -13.93897 -16.63146 2.57888
H -15.74767 -14.98053 1.77192
H -16.36200 -14.84875 3.39110
H -17.27615 -15.74692 2.34548
H -13.66986 -15.59207 2.39087
H -13.75149 -17.26400 1.71122
H -13.35215 -17.05180 3.39561
C -12.13349 -18.93613 8.90326
C -13.02616 -17.82110 8.40609
O -13.76582 -17.26475 9.22946
C -13.01511 -17.55060 6.89798
H -11.90457 -18.84587 9.96512
H -11.20943 -19.07126 8.34115
H -12.63201 -19.88375 8.69929
H -13.53789 -16.63163 6.63282
H -13.33196 -18.38973 6.27866
H -11.93443 -17.43705 6.81231
C -14.89806 -9.72356 9.82457
C -15.13450 -10.39061 8.47073
O -14.23745 -10.82656 7.82836
C -16.54772 -10.60186 7.85730
H -15.84765 -9.53966 10.32715
H -14.40505 -8.76992 9.63587
H -14.20440 -10.21564 10.50633
H -16.61845 -9.92323 7.00725
H -17.37121 -10.45108 8.55530
H -16.44750 -11.60798 7.45011
C -19.28140 -19.42517 2.01493
C -20.20339 -18.41918 1.38264
O -21.10318 -18.72829 0.55596
C -20.24040 -17.07934 1.92986
H -18.52750 -19.63260 1.25552
H -19.91286 -20.28017 2.25644
H -18.81722 -19.12526 2.95446
H -21.28095 -16.81800 2.12237
H -19.73057 -16.19830 1.54006
H -19.72896 -17.14797 2.88998
C -15.58195 -20.58009 6.66041
C -15.02595 -20.65696 5.22989
O -13.76805 -20.61955 5.00032
C -15.98178 -20.87013 4.06428
H -15.07431 -19.79056 7.21453
H -15.46082 -21.49160 7.24571
H -16.63941 -20.37185 6.49761
H -16.93953 -21.33157 4.30492
H -15.46474 -21.58520 3.42442
H -16.08110 -19.92013 3.53918
C -18.58040 -23.89945 8.49366
C -19.45471 -25.03347 7.99679
O -19.04018 -25.75587 7.15634
C -20.82896 -25.27067 8.62080
H -18.27666 -23.97900 9.53745
H -19.02248 -22.93495 8.24383
H -17.58980 -23.89808 8.03889
H -20.73069 -25.93197 9.48168
H -21.44495 -25.73540 7.85094
H -21.34210 -24.40173 9.03281
C -18.87318 -16.32602 15.21123
C -18.61452 -16.01919 13.81855
O -17.61997 -16.34725 13.23031
C -19.63779 -15.07972 13.22209
H -19.53418 -17.19178 15.17065
H -19.17320 -15.42452 15.74542
H -17.89529 -16.56122 15.63137
H -20.55710 -15.54235 12.86302
H -19.13571 -14.62968 12.36565
H -19.85278 -14.23029 13.87043
C -23.50471 -18.77590 2.63708
C -23.55394 -18.91514 4.11619
O -23.79809 -18.03546 4.93225
C -23.16517 -20.28251 4.72020
H -24.51297 -18.95223 2.26233
H -22.89748 -19.46741 2.05297
H -23.21279 -17.73949 2.46760
H -22.48333 -20.22102 5.56837
H -22.62146 -20.85136 3.96596
H -24.07485 -20.78876 5.04315
C -19.33517 -10.97498 10.77674
C -19.75820 -11.73410 12.01307
O -20.61799 -12.61694 12.04316
C -19.15527 -11.25620 13.35354
H -19.41061 -9.89222 10.87691
H -19.96567 -11.36730 9.97883
H -18.26591 -11.15009 10.65789
H -18.07671 -11.41341 13.36357
H -19.53587 -11.68665 14.27979
H -19.30640 -10.17922 13.42686
C -15.76299 -18.71063 15.38166
C -14.58579 -18.73125 14.42573
O -13.43078 -18.82938 14.76655
C -14.94938 -18.59904 12.93545
H -16.72140 -19.01488 14.96100
H -15.76688 -17.75866 15.91256
H -15.68194 -19.49611 16.13303
H -15.28286 -19.55249 12.52577
H -13.99201 -18.31317 12.49978
H -15.62660 -17.76887 12.73473
C -22.20481 -11.45637 3.07572
C -22.33185 -12.56740 2.08890
O -23.41526 -12.92233 1.65276
C -21.06050 -13.32726 1.70188
H -23.09244 -10.82378 3.06917
H -21.29303 -10.87132 2.95540
H -22.19539 -11.82250 4.10235
H -20.37303 -12.71599 1.11720
H -21.27039 -14.25233 1.16495
H -20.55206 -13.59802 2.62723
C -10.82499 -12.39872 11.38785
C -11.53422 -13.75093 11.81412
O -12.13581 -13.87616 12.90028
C -11.45792 -14.89124 10.83191
H -9.91896 -12.51529 10.79321
H -10.47884 -11.88093 12.28237
H -11.54062 -11.77677 10.85012
H -12.40761 -15.41874 10.74281
H -10.77161 -15.68721 11.12085
H -11.28622 -14.58383 9.80035
C -12.13599 -13.95076 7.32364
C -12.41742 -14.06816 5.87164
O -11.75898 -14.83597 5.17879
C -13.35768 -13.12602 5.21023
H -11.06764 -13.84597 7.51270
H -12.61472 -14.79403 7.82143
H -12.61392 -13.07144 7.75547
H -13.69199 -13.40874 4.21203
H -13.00682 -12.09541 5.15689
H -14.26134 -12.99277 5.80500
C -18.05425 -11.62140 3.99316
C -17.87418 -10.58725 2.88140
O -17.76472 -10.97820 1.73477
C -17.87362 -9.09164 3.23655
H -17.85365 -12.65356 3.70593
H -19.11241 -11.49459 4.22189
H -17.41778 -11.44559 4.86040
H -17.35188 -8.49081 2.49164
H -17.33325 -9.02509 4.18084
H -18.91429 -8.78214 3.33300
C -14.43063 -13.77999 9.50723
C -15.14583 -13.71064 10.80792
O -15.44974 -12.61566 11.33486
C -15.32256 -14.93596 11.62573
H -14.35854 -14.80346 9.13924
H -13.48165 -13.24499 9.54330
H -15.06770 -13.30874 8.75879
H -16.36901 -14.97313 11.92851
H -14.67954 -14.93324 12.50586
H -15.10183 -15.81390 11.01861
C -24.05569 -9.73891 9.13653
C -23.23366 -10.36186 10.26636
O -22.20496 -10.99082 10.04503
C -23.67580 -10.13689 11.68924
H -23.46043 -9.42137 8.28042
H -24.58249 -8.89618 9.58416
H -24.79894 -10.45585 8.78770
H -23.12404 -10.73833 12.41170
H -24.73690 -10.37023 11.77708
H -23.42085 -9.07822 11.73736
C -19.38237 -18.52418 11.56438
C -18.26303 -19.53001 11.37863
O -17.77868 -20.20180 12.31470
C -17.67970 -19.71485 10.06144
H -18.73023 -17.65340 11.63176
H -19.91776 -18.66400 12.50348
H -19.97022 -18.33815 10.66554
H -17.08815 -20.62939 10.01959
H -17.11899 -18.88344 9.63428
H -18.54667 -19.94432 9.44192
C -22.23453 -8.61062 5.37219
C -20.92455 -8.97773 6.02624
O -19.85644 -8.36414 5.73322
C -20.79452 -10.27904 6.88283
H -22.00229 -7.59051 5.06633
H -23.06603 -8.67798 6.07374
H -22.50117 -9.20033 4.49511
H -21.29887 -11.11257 6.39399
H -21.04798 -10.08319 7.92471
H -19.74921 -10.55143 7.02855
C -19.92844 -22.16800 5.35926
C -20.61920 -23.48065 5.07054
O -21.45335 -23.92179 5.80712
C -20.10037 -24.23580 3.88854
H -19.16759 -22.38010 6.11041
H -20.61095 -21.42204 5.76643
H -19.38897 -21.82186 4.47764
H -20.85570 -24.82421 3.36761
H -19.37033 -24.94141 4.28508
H -19.58587 -23.54496 3.22060